This record from the OMol25 dataset describes a molecular structure, C67H160F6N11O17S6 at a distorted geometry. The level of theory is the ωB97M-V functional and the def2-TZVPD basis.

Element x y z (Å)
C -0.892 -8.036 -2.584
C 0.342 -8.845 -2.962
C 0.920 -8.645 -4.306
C 2.247 -9.438 -4.525
N 2.988 -9.145 -5.793
C 4.070 -10.147 -6.082
C 4.997 -9.503 -7.171
C 4.853 -8.000 -6.994
C 3.802 -7.876 -5.819
C 2.051 -9.167 -6.926
H -0.863 -6.983 -2.888
H -1.046 -8.072 -1.491
H -1.809 -8.346 -3.073
H 0.137 -9.941 -2.754
H 0.999 -8.569 -2.102
H 1.064 -7.575 -4.492
H 0.225 -8.969 -5.017
H 2.076 -10.507 -4.555
H 2.975 -9.147 -3.742
H 3.624 -11.078 -6.320
H 4.633 -10.220 -5.180
H 4.737 -9.784 -8.175
H 6.025 -9.762 -6.861
H 4.509 -7.425 -7.873
H 5.763 -7.540 -6.714
H 3.139 -7.011 -5.983
H 4.357 -7.799 -4.848
H 1.543 -10.153 -7.008
H 2.584 -8.997 -7.888
H 1.279 -8.401 -6.815
C 5.566 -8.860 4.750
C 5.065 -9.753 5.732
C 5.354 -10.045 7.122
C 4.406 -10.911 7.912
N 4.661 -11.014 9.325
C 3.523 -11.930 9.918
C 2.268 -11.070 9.832
C 2.786 -9.580 10.048
C 4.358 -9.663 10.019
C 6.006 -11.587 9.701
H 4.680 -8.454 4.205
H 5.872 -9.603 3.892
H 6.262 -8.113 4.879
H 4.553 -10.568 5.146
H 3.236 -9.811 5.532
H 5.967 -9.240 7.561
H 6.394 -10.420 6.890
H 4.250 -11.826 7.351
H 3.375 -10.419 7.834
H 3.765 -12.183 10.906
H 3.464 -12.875 9.357
H 1.497 -11.351 10.485
H 1.497 -11.284 9.129
H 2.329 -8.971 10.785
H 2.174 -8.789 9.426
H 4.785 -9.682 11.027
H 4.993 -8.816 9.633
H 6.102 -12.614 9.303
H 6.131 -11.645 10.783
H 6.795 -10.916 9.305
C -1.120 -2.302 -3.438
C -1.399 -0.808 -3.068
C -1.359 -0.503 -1.571
C 0.061 -0.159 -1.183
N 0.137 0.229 0.305
C 1.446 0.737 0.677
C 2.436 -0.412 0.645
C 1.628 -1.567 1.070
C 0.102 -1.096 1.097
C -0.800 1.342 0.577
H -1.575 -2.348 -4.394
H -1.689 -3.029 -2.827
H -0.040 -2.466 -3.393
H -2.420 -0.566 -3.482
H -0.766 -0.076 -3.588
H -1.693 -1.389 -1.007
H -1.933 0.374 -1.411
H 0.473 0.644 -1.775
H 0.758 -0.944 -1.338
H 1.233 1.093 1.697
H 1.645 1.712 0.135
H 3.298 -0.184 1.214
H 2.782 -0.655 -0.376
H 1.869 -1.864 2.032
H 1.725 -2.430 0.414
H -0.158 -0.792 2.102
H -0.598 -1.798 0.728
H -1.025 1.952 -0.330
H -0.243 2.110 1.142
H -1.716 1.010 1.044
C -1.153 2.473 -9.657
C -0.043 3.341 -9.067
N 0.758 2.578 -7.988
C 1.604 1.503 -8.562
C 1.871 3.599 -7.362
C 3.027 3.950 -8.188
C -0.075 2.072 -6.833
C -0.978 3.136 -6.234
O -1.616 2.451 -5.210
C -2.270 3.140 -4.105
H -1.912 2.129 -8.927
H -0.826 1.650 -10.249
H -1.807 3.063 -10.344
H -0.458 4.222 -8.532
H 0.682 3.647 -9.793
H 2.148 1.917 -9.435
H 0.895 0.634 -8.934
H 2.323 1.017 -7.818
H 2.076 3.131 -6.432
H 1.279 4.489 -7.221
H 3.633 3.106 -8.442
H 3.629 4.629 -7.539
H 2.777 4.488 -9.110
H 0.616 1.660 -6.079
H -0.672 1.292 -7.223
H -1.751 3.365 -7.047
H -0.409 3.992 -5.910
H -2.294 2.439 -3.281
H -3.261 3.462 -4.450
H -1.652 3.947 -3.788
C -13.088 -12.537 0.166
C -13.677 -11.315 0.048
N -13.274 -3.985 -2.760
C -11.675 -3.879 -2.785
C -14.128 -4.174 -3.766
C -13.681 -4.332 -5.099
C -13.911 -4.268 -1.429
C -13.444 -3.524 -0.123
O -14.116 -4.191 1.226
C -13.958 -3.594 2.342
H -12.896 -13.188 1.126
H -12.905 -13.266 -0.664
H -3.500 -9.924 -6.584
H -13.358 -10.324 0.449
H -14.642 -11.496 -0.471
H -11.140 -3.651 -3.711
H -11.389 -4.764 -2.179
H -11.522 -3.031 -2.012
H -8.352 9.513 -8.537
H -15.217 -4.475 -3.510
H -14.353 -3.902 -5.840
H -13.812 -5.446 -5.206
H -12.598 -4.225 -5.459
H -13.651 -5.318 -1.214
H -14.949 -3.947 -1.448
H -13.791 -2.441 -0.039
H -12.374 -3.689 0.115
H -13.749 -2.456 2.415
H -13.986 -4.118 3.378
H -18.008 1.008 -4.983
C -7.070 7.489 -0.243
C -8.044 8.661 -0.160
N -8.017 9.439 1.134
C -6.817 10.279 1.007
C -9.381 10.224 1.307
C -9.701 11.127 0.137
C -7.879 8.592 2.422
C -9.147 8.041 3.045
O -9.806 7.177 2.134
C -10.891 6.564 2.728
H -6.083 7.880 -0.116
H -7.072 7.147 -1.304
H -7.358 6.639 0.363
H -9.079 8.324 -0.278
H -7.844 9.390 -0.994
H -6.623 10.835 1.984
H -7.000 10.943 0.186
H -5.934 9.737 0.735
H -9.275 10.742 2.294
H -10.085 9.419 1.355
H -10.774 11.274 -0.010
H -9.357 10.655 -0.777
H -9.365 12.150 0.155
H -7.436 9.262 3.131
H -7.154 7.900 2.095
H -9.878 8.821 3.274
H -8.897 7.527 3.993
H -11.623 7.318 2.918
H -10.600 6.107 3.700
H -11.389 5.857 2.091
C 2.927 9.085 8.112
C 2.767 7.993 7.071
N 3.728 6.728 7.127
C 5.157 7.202 7.122
C 3.539 6.001 8.542
C 4.036 4.553 8.580
C 3.429 5.885 5.854
C 1.992 5.413 5.696
O 1.727 4.455 6.664
C 0.635 3.539 6.569
H 2.039 9.641 8.155
H 3.716 9.767 7.875
H 3.012 8.539 9.056
H 2.918 8.409 6.059
H 1.834 7.522 7.226
H 5.342 7.901 7.946
H 5.391 7.712 6.115
H 5.839 6.376 7.165
H 2.500 6.058 8.760
H 4.092 6.664 9.237
H 3.395 3.847 8.053
H 4.191 4.250 9.614
H 4.967 4.482 8.027
H 4.172 5.103 5.856
H 3.720 6.578 5.107
H 1.952 4.939 4.662
H 1.205 6.156 5.612
H 1.045 2.565 6.778
H 0.269 3.530 5.491
H -0.304 3.773 7.173
C 11.298 4.643 0.190
C 11.096 5.058 -1.222
N 9.561 5.237 -1.589
C 8.956 6.314 -0.848
C 9.436 5.465 -3.078
C 9.866 6.891 -3.470
C 8.685 4.036 -1.188
C 8.935 2.698 -1.924
O 10.044 2.099 -1.397
C 9.983 0.666 -1.303
H 10.650 5.170 0.872
H 12.286 4.936 0.557
H 11.159 3.614 0.333
H 11.486 4.365 -1.969
H 11.599 6.037 -1.335
H 8.902 6.110 0.236
H 7.903 6.399 -1.242
H 9.447 7.252 -1.071
H 8.418 5.242 -3.373
H 10.089 4.692 -3.514
H 9.038 7.565 -3.199
H 10.019 6.899 -4.580
H 10.795 7.256 -3.017
H 7.614 4.397 -1.435
H 8.657 3.946 -0.091
H 8.929 2.682 -2.988
H 8.047 2.109 -1.633
H 10.349 0.223 -2.269
H 8.968 0.375 -1.065
H 10.671 0.330 -0.535
N -3.071 5.279 1.063
S -4.034 4.018 1.195
O -5.299 4.607 1.100
O -3.476 3.282 2.258
F -3.729 3.234 -0.183
S -1.833 5.508 0.237
O -0.939 4.310 0.226
O -1.122 6.666 0.760
F -2.442 5.688 -1.229
N 6.123 2.991 2.378
S 6.066 4.543 2.455
O 7.286 5.222 1.861
O 5.520 5.101 3.668
F 4.787 4.830 1.483
S 5.340 2.026 3.401
O 3.888 2.192 3.514
O 6.241 2.032 4.486
F 5.501 0.702 2.753
N 2.713 0.578 -2.959
S 3.252 -0.969 -3.319
O 2.174 -1.821 -2.969
O 4.625 -1.247 -3.035
F 3.256 -0.850 -4.952
S 3.709 1.888 -3.256
O 3.462 2.391 -4.592
O 5.026 1.772 -2.726
F 2.930 2.807 -2.314

Computed properties:
- LUMO level (eV) = -9.941
- net charge = +5
- E (eV) = -204508.352
- largest force on an atom (eV/Å) = 7.56